Entry 1:
Molecular formula: C15H36AsN8OsSSi2
Method: DFT, wB97M-V/def2-TZVPD

## Properties
LUMO energy: -10.91 eV
Charge: +3
2S+1: 1
Maximum force: 0.0381 Eh/bohr
HOMO: -16.7 eV
Gap between HOMO and LUMO: 5.76 eV
Energy relative to the best compared isomer or geometry (same formula, charge and spin): 86.7 kJ/mol

XYZ file:
```
64
C15H36AsN8OsSSi2 wB97M-V/def2-TZVPD
Os 0.226 0.039 -0.075
As 0.716 1.500 -1.735
S -1.796 0.470 0.943
Si 0.192 4.131 -2.757
Si 1.317 0.081 -3.724
N 1.604 -0.548 1.482
N -2.243 -1.553 -0.814
N 2.046 -1.798 3.513
N -4.025 -0.972 0.141
N 3.714 -1.758 1.782
N -4.379 -1.968 -0.726
N -0.864 -1.568 -1.104
N 3.283 0.216 3.079
C -3.156 -3.373 -2.365
C -2.735 -0.704 0.105
C 2.283 0.648 2.155
C 4.317 -0.563 2.392
C 1.022 -1.406 2.598
C -0.343 -0.361 -4.454
C 1.923 4.596 -3.135
C 2.499 1.048 -4.762
C -0.645 4.936 -1.342
C -0.857 3.517 -4.136
C 2.126 -1.384 -2.864
C -3.292 -2.336 -1.317
C 2.722 -1.367 0.834
C 3.088 -2.575 2.829
C 2.671 -0.612 4.123
H 1.905 5.552 -3.674
H 3.285 1.499 -4.154
H -4.735 -0.545 0.725
H 2.004 1.830 -5.341
H 2.731 1.268 1.377
H 0.565 -2.296 2.152
H 1.519 1.222 2.682
H 2.651 -3.471 2.384
H 0.257 -0.827 3.117
H 1.629 -1.650 -1.932
H 2.428 3.870 -3.773
H -1.163 -0.264 -3.737
H 4.787 0.046 1.618
H 3.178 -0.759 0.050
H -1.676 2.887 -3.787
H -0.464 -2.442 -0.745
H 0.031 5.089 -0.501
H 2.276 -2.265 0.395
H 2.513 4.744 -2.230
H 3.437 -0.935 4.823
H 2.983 0.376 -5.478
H -0.739 -1.563 -2.123
H -1.518 4.379 -1.002
H 3.168 -1.158 -2.628
H 5.078 -0.869 3.105
H -4.129 -3.838 -2.509
H 3.843 -2.879 3.550
H -2.442 -4.147 -2.076
H -2.840 -2.937 -3.316
H -0.322 -1.386 -4.835
H 2.133 -2.268 -3.510
H 1.923 -0.034 4.666
H -0.281 2.973 -4.886
H -0.581 0.282 -5.304
H -0.992 5.925 -1.666
H -1.306 4.384 -4.634
```



Entry 2:
Molecular formula: C15H36F3GaNO8P2
Method: DFT, wB97M-V/def2-TZVPD

## Properties
LUMO energy: 0.01 eV
Charge: -1
2S+1: 1
Maximum force: 0.1943 Eh/bohr
HOMO: -5.0 eV
Gap between HOMO and LUMO: 4.97 eV
Energy relative to the best compared isomer or geometry (same formula, charge and spin): 990.6 kJ/mol

XYZ file:
```
66
C15H36F3GaNO8P2 wB97M-V/def2-TZVPD
Ga -1.103 -2.988 0.372
P -1.674 -0.442 -6.097
P 1.732 2.279 5.376
F -2.728 -3.484 2.702
F -2.008 -5.524 1.460
F -3.784 -4.028 0.533
O 2.493 2.081 3.916
O -1.824 1.140 -5.622
O -2.488 -0.808 -4.615
O 1.063 3.622 4.994
O 2.480 0.779 5.802
O -0.945 -0.113 -7.423
O 0.402 1.336 5.038
O -0.290 -0.779 -5.233
N 2.962 -3.888 1.802
C 2.916 1.624 8.072
C -3.769 -2.583 -5.741
C 1.825 -3.873 0.984
C 1.759 0.048 -6.227
C -2.544 -4.146 1.386
C 0.901 -1.165 -5.904
C 3.368 0.767 6.906
C -0.901 1.901 5.039
C 4.800 2.676 4.330
C -3.727 -1.494 -4.687
C -1.278 2.401 3.654
C 0.615 -2.850 1.518
C -4.131 1.709 -6.069
C 3.532 2.971 3.557
C -2.674 2.000 -6.358
H 4.679 2.956 5.381
H -1.602 1.115 5.339
H 2.798 -3.222 2.609
H -2.443 3.023 -6.047
H 4.363 1.068 6.571
H -0.838 -3.542 -1.121
H -0.980 2.691 5.793
H -1.770 -1.516 0.261
H -3.900 -1.943 -3.703
H -1.445 1.556 2.981
H 1.054 -1.757 1.426
H 1.921 1.322 8.413
H 1.735 -4.505 -0.004
H -4.732 -3.104 -5.711
H -2.464 1.927 -7.431
H 2.575 -0.225 -6.901
H 3.721 2.831 2.488
H 0.670 -1.751 -6.799
H 0.348 -3.036 2.654
H -0.488 3.008 3.197
H 5.644 3.248 3.929
H 1.183 0.858 -6.690
H -3.640 -2.171 -6.746
H -4.530 -0.772 -4.848
H 2.188 0.461 -5.311
H -4.776 2.482 -6.501
H 5.045 1.612 4.293
H -2.968 -3.311 -5.579
H 3.449 -0.273 7.239
H -2.193 2.999 3.694
H -4.423 0.750 -6.509
H 3.218 4.012 3.701
H 2.861 2.680 7.793
H -4.317 1.654 -4.994
H 1.457 -1.828 -5.233
H 3.618 1.532 8.907
```



Entry 3:
Molecular formula: C15H37CrN5O15S2V2
Method: DFT, wB97M-V/def2-TZVPD

## Properties
LUMO energy (spin up / spin down): -4.66 / -4.65 eV
Charge: +1
2S+1: 10
Maximum force: 0.1721 Eh/bohr
HOMO (spin up / spin down): -8.8 / -8.8 eV
⟨S²⟩: 24.78
Gap between HOMO and LUMO (spin up / spin down): 4.16 / 4.18 eV
Energy relative to the best compared isomer or geometry (same formula, charge and spin): 0.0 kJ/mol

XYZ file:
```
77
C15H37CrN5O15S2V2 wB97M-V/def2-TZVPD
Cr 1.982 2.189 0.228
V 0.640 -3.052 -1.167
V -1.704 2.040 0.892
S -0.385 3.628 -1.548
S 0.368 -0.470 -0.368
O 0.477 -1.746 0.425
O -0.505 3.970 -2.962
O -0.433 4.986 -0.942
O -1.568 2.941 -0.912
O -1.927 0.355 2.497
O 3.059 1.400 1.902
O 2.668 -2.582 -0.868
O -0.805 0.326 -0.120
O 0.908 3.034 -1.038
O 3.511 2.247 -0.801
O 0.358 -1.062 -1.740
O -3.549 0.866 -0.148
O -2.112 2.389 -5.929
O 0.439 2.414 1.496
O 1.554 0.362 -0.190
N 4.233 0.998 3.781
N -2.087 0.435 -4.777
N 4.348 -1.855 -2.231
N -5.489 -0.280 -0.138
N -1.810 -1.486 3.777
C -1.644 -0.830 2.611
C 5.659 -1.224 -2.289
C -0.894 -2.530 4.220
C -2.332 -0.392 -5.928
C -2.699 -0.945 4.799
C 4.248 0.877 5.229
C 3.679 -1.896 -1.093
C -5.612 -0.377 1.299
C 3.104 1.143 3.103
C 3.985 -2.564 -3.430
C -2.038 1.807 -4.876
C -6.601 -0.769 -0.945
C -2.204 -0.184 -3.495
C 5.493 1.290 3.133
C -4.542 0.454 -0.739
H 3.443 0.214 5.548
H -5.842 -1.409 1.558
H -4.640 -0.090 1.700
H -3.388 -0.693 -5.890
H -7.280 0.050 -1.196
H 5.224 0.543 5.558
H -0.613 -2.360 5.263
H -2.220 0.545 -2.680
H 4.797 -3.197 -3.784
H -2.218 0.143 -6.867
H 3.993 1.828 5.703
H 6.377 -1.850 -2.812
H -2.642 -1.431 5.768
H -7.190 -1.564 -0.495
H -3.736 -1.095 4.484
H 6.246 0.553 3.432
H -6.361 0.276 1.750
H 5.425 1.232 2.053
H 2.186 0.817 3.614
H 0.413 2.844 2.355
H -1.461 -0.959 -3.313
H 5.935 2.238 3.448
H -1.946 2.317 -3.907
H 0.108 -2.457 3.792
H -1.375 -3.504 4.159
H -6.223 -1.177 -1.884
H -4.659 0.625 -1.814
H 3.085 -3.162 -3.285
H 5.600 -0.298 -2.872
H 4.071 2.285 -1.574
H -3.203 -0.624 -3.315
H 3.687 -1.932 -4.273
H -1.202 -1.450 1.831
H -2.544 0.126 4.925
H -1.684 -1.268 -5.990
H 6.023 -0.883 -1.323
H 4.040 -1.141 -0.388
```



Entry 4:
Molecular formula: C15H37FN2O12P3
Method: DFT, wB97M-V/def2-TZVPD

## Properties
LUMO energy: -3.81 eV
Charge: +1
2S+1: 1
Maximum force: 0.1905 Eh/bohr
HOMO: -10.6 eV
Gap between HOMO and LUMO: 6.74 eV

XYZ file:
```
70
C15H37FN2O12P3 wB97M-V/def2-TZVPD
P 0.674 -3.466 -4.034
P 5.084 -0.266 3.192
P 0.922 2.042 0.229
F -5.571 1.745 2.819
O 1.104 -2.057 -3.652
O 2.203 3.060 0.349
O -0.346 2.888 0.250
O 0.925 1.886 1.941
O 3.751 -0.373 2.466
O 4.975 1.443 3.327
O 5.288 -1.976 3.165
O 0.715 -4.017 -2.407
O 2.027 -4.346 -4.334
O 6.262 -0.070 2.063
O 0.975 2.114 -1.489
O 0.544 -3.026 -5.694
N -7.709 2.033 0.563
N -9.839 2.297 1.203
C -3.929 2.665 1.085
C 2.058 -5.325 -5.363
C 1.619 1.068 -2.219
C -5.441 2.405 1.536
C -0.122 1.082 2.464
C -8.099 3.161 -0.257
C -0.295 -3.467 -1.571
C 6.082 -2.605 4.169
C -9.555 3.336 0.211
C -6.290 1.498 0.491
C -8.676 1.487 1.456
C -0.348 -3.743 -6.545
C 7.542 -0.665 2.222
C 3.960 1.904 4.213
C 3.413 2.809 -0.353
H -0.019 0.057 2.103
H 0.227 -4.317 -7.278
H -0.151 -3.850 -0.559
H 2.525 1.457 -2.691
H 3.382 3.329 -1.313
H -6.313 0.395 0.814
H -7.460 3.726 -1.006
H -0.232 -2.378 -1.542
H 2.750 -6.119 -5.078
H -3.255 2.713 2.024
H -0.992 -4.414 -5.975
H 0.948 0.724 -3.006
H 2.431 -4.865 -6.281
H -5.957 3.428 1.638
H -3.525 1.933 0.308
H -0.967 -3.027 -7.087
H -8.509 0.617 2.168
H 6.992 -3.010 3.716
H 8.289 -0.035 1.737
H 1.872 0.227 -1.572
H 7.547 -1.638 1.725
H 4.176 1.569 5.230
H -1.281 -3.771 -1.930
H 6.346 -1.909 4.966
H 3.952 2.995 4.191
H 3.582 1.743 -0.507
H -3.876 3.713 0.619
H 1.076 -5.767 -5.536
H 2.977 1.543 3.905
H -0.050 1.085 3.553
H -10.238 4.155 -0.188
H -1.100 1.478 2.180
H -5.879 1.528 -0.571
H 7.813 -0.777 3.272
H 5.517 -3.437 4.593
H -10.750 2.166 1.659
H 4.248 3.212 0.222
```



Entry 5:
Molecular formula: C15H37N7O18
Method: DFT, wB97M-V/def2-TZVPD

## Properties
LUMO energy: -0.29 eV
Charge: 0
2S+1: 1
Maximum force: 0.0574 Eh/bohr
HOMO: -10.6 eV
Gap between HOMO and LUMO: 10.30 eV
Energy relative to the best compared isomer or geometry (same formula, charge and spin): 236.8 kJ/mol

XYZ file:
```
77
C15H37N7O18 wB97M-V/def2-TZVPD
O -0.245 -10.615 -15.476
O -4.236 -16.306 -5.915
O -0.925 -7.129 -5.567
O -1.436 -10.612 -13.464
O -7.728 -8.599 -9.036
O -8.391 -22.368 -5.821
O -8.073 -9.545 -6.977
O -6.141 -16.805 -5.123
O -13.034 -16.057 -1.926
O -11.640 -16.196 -7.479
O -10.393 -21.700 -6.352
O -2.530 -22.892 0.244
O -2.448 -20.785 0.770
O -12.930 -13.986 -2.255
O -2.566 -14.634 -0.518
O 0.930 -8.158 -4.999
O -10.558 -16.039 -9.380
O -4.445 -15.568 0.030
N -5.323 -16.008 -5.558
N -3.337 -15.087 0.335
N -11.502 -16.412 -8.662
N -0.261 -8.131 -5.370
N -12.446 -15.008 -1.858
N -2.759 -21.705 -0.008
N -9.528 -22.026 -5.520
C -6.571 -7.773 -8.763
C -2.895 -15.072 1.730
C -5.682 -14.574 -5.608
C -12.569 -17.029 -9.410
C -5.471 -8.170 -9.780
C -0.939 -9.453 -5.614
C -1.829 -12.490 -12.043
C -9.552 -10.081 -8.848
C -8.373 -9.429 -8.151
C -3.219 -21.383 -1.379
C -11.023 -14.929 -1.571
C -0.778 -11.718 -12.850
C -9.764 -21.773 -4.035
C -1.074 -10.134 -14.716
C -1.706 -8.776 -14.881
H -6.664 -14.476 -6.073
H -6.273 -7.966 -7.733
H -8.785 -21.694 -3.564
H -9.062 -10.697 -9.601
H -0.725 -10.107 -4.768
H -10.151 -9.430 -9.485
H -13.509 -16.476 -9.423
H -1.055 -8.112 -15.449
H -10.596 -15.931 -1.618
H -3.245 -20.293 -1.347
H -10.362 -20.869 -3.920
H -1.249 -13.300 -11.602
H -2.291 -11.896 -11.254
H -0.242 -12.353 -13.556
H -0.160 -11.300 -12.056
H -1.838 -15.320 1.827
H -10.513 -14.327 -2.322
H -4.496 -8.174 -9.293
H -1.879 -8.227 -13.955
H -10.141 -10.774 -8.248
H -10.213 -22.726 -3.755
H -5.784 -14.188 -4.594
H -3.413 -15.762 2.395
H -2.401 -21.673 -2.038
H -12.721 -18.047 -9.051
H -4.863 -14.056 -6.106
H -5.584 -9.220 -10.048
H -5.544 -7.601 -10.708
H -10.948 -14.433 -0.603
H -0.601 -9.881 -6.557
H -3.050 -14.070 2.130
H -4.179 -21.858 -1.581
H -2.600 -12.905 -12.691
H -6.781 -6.711 -8.889
H -12.230 -17.108 -10.442
H -2.655 -8.776 -15.418
H -1.994 -9.181 -5.662
```



Entry 6:
Molecular formula: C15H38BN6O7
Method: DFT, wB97M-V/def2-TZVPD

## Properties
LUMO energy: 2.13 eV
Charge: -1
2S+1: 1
Maximum force: 0.0298 Eh/bohr
HOMO: -4.8 eV
Gap between HOMO and LUMO: 6.95 eV
Energy relative to the best compared isomer or geometry (same formula, charge and spin): 19.3 kJ/mol

XYZ file:
```
67
C15H38BN6O7 wB97M-V/def2-TZVPD
O -1.256 -5.151 1.422
O 5.909 8.902 -2.807
O 2.241 0.623 -0.186
O 3.378 3.902 -0.437
O -0.542 0.078 -1.176
O 3.376 2.456 -2.128
O -5.835 -5.003 1.492
N 4.542 0.331 0.492
N 3.634 7.982 -4.328
N -4.225 -5.669 3.780
N -0.526 -2.682 0.123
N 0.632 2.219 -0.865
N -1.218 1.403 0.771
C -7.218 -4.863 1.751
C 1.941 2.050 -0.258
C 5.966 7.678 -3.521
C 4.605 7.020 -3.787
C 0.039 -4.470 -1.426
C 0.098 -4.884 1.102
C 0.300 -3.883 -0.043
C 3.002 2.878 -1.026
C 3.407 0.396 0.285
C -1.899 -6.101 0.593
C -4.666 -4.288 3.564
C -5.007 -4.021 2.091
C 4.011 6.333 -2.562
C -5.810 -3.979 4.525
C 5.787 8.766 -1.403
B -0.352 1.225 -0.439
H -1.026 -4.570 -1.636
H -1.484 -2.985 0.267
H 6.650 6.979 -3.024
H -7.512 -3.812 1.821
H 1.349 -3.575 -0.014
H -6.279 -3.022 4.286
H -0.279 -2.230 1.000
H -0.038 -0.646 -0.778
H 3.993 8.361 -5.201
H -5.435 -3.921 5.546
H 1.959 2.445 0.761
H 6.327 7.890 -1.034
H 6.217 9.660 -0.947
H -2.353 -5.612 -0.271
H 0.331 3.139 -0.572
H -2.702 -6.557 1.174
H -6.579 -4.751 4.511
H 0.527 -4.450 2.009
H 4.768 6.247 -4.544
H 4.755 5.736 -2.036
H -4.074 -4.043 1.522
H -3.836 -3.625 3.824
H -1.904 2.129 0.617
H 0.504 -5.453 -1.532
H -1.219 -6.891 0.262
H -3.396 -5.839 3.217
H -5.437 -3.020 1.953
H -4.930 -6.277 3.373
H -7.504 -5.390 2.664
H 4.740 8.706 -1.102
H 3.584 7.045 -1.855
H -7.756 -5.320 0.920
H 0.456 -3.819 -2.193
H 6.417 7.930 -4.486
H 3.211 5.658 -2.856
H -0.621 1.677 1.544
H 0.638 -5.821 0.913
H 3.618 8.782 -3.701
```



Entry 7:
Molecular formula: C15H38Br2O11S3Zn
Method: DFT, wB97M-V/def2-TZVPD

## Properties
LUMO energy: -2.36 eV
Charge: 0
2S+1: 1
Maximum force: 0.0969 Eh/bohr
HOMO: -9.4 eV
Gap between HOMO and LUMO: 7.03 eV
Energy relative to the best compared isomer or geometry (same formula, charge and spin): 195.6 kJ/mol

XYZ file:
```
70
C15H38Br2O11S3Zn wB97M-V/def2-TZVPD
Br 12.037 -11.647 -2.071
Br 14.810 -13.738 -2.574
Zn 14.677 -6.479 -6.470
S 16.971 -8.701 -1.387
S 17.998 -11.585 -9.618
S 10.600 -6.893 -2.344
O 17.349 -9.851 -2.246
O 11.434 -5.764 -1.950
O 18.673 -12.770 -10.646
O 15.553 -8.344 -6.882
O 12.720 -6.069 -7.179
O 18.383 -7.839 -1.297
O 10.315 -8.116 -1.586
O 16.817 -11.115 -10.236
O 19.173 -10.744 -9.237
O 9.107 -6.271 -2.770
O 16.372 -8.898 -0.086
C 12.375 -6.864 -8.280
C 15.700 -9.343 -5.868
C 16.026 -7.483 -2.409
C 18.965 -12.499 -11.985
C 13.838 -11.358 -1.152
C 8.733 -4.049 -1.860
C 8.436 -5.582 -1.752
C 19.838 -6.172 -0.421
C 15.029 -11.775 -2.098
C 19.414 -13.871 -12.445
C 17.543 -12.650 -8.063
C 12.005 -8.263 -7.920
C 18.653 -7.064 -0.079
C 14.562 -10.377 -5.810
C 11.049 -7.432 -4.036
H 8.757 -5.968 -0.785
H 11.876 -8.109 -3.822
H 9.617 -3.717 -1.316
H 15.984 -11.658 -1.585
H 14.043 -10.294 -1.030
H 10.192 -7.970 -4.440
H 14.972 -7.270 -2.233
H 16.593 -12.290 -7.667
H 17.787 -6.611 0.403
H 20.386 -14.166 -12.051
H 18.120 -12.199 -12.605
H 11.885 -8.801 -8.860
H 16.305 -7.930 -3.363
H 11.016 -8.379 -7.475
H 18.266 -12.493 -7.263
H 20.654 -6.618 -0.990
H 14.163 -10.547 -6.810
H 13.775 -9.921 -5.208
H 15.250 -11.167 -2.976
H 16.536 -9.983 -6.152
H 14.912 -11.287 -5.323
H 16.597 -6.554 -2.403
H 11.652 -6.347 -8.912
H 12.743 -8.840 -7.365
H 18.708 -14.652 -12.162
H 17.415 -13.691 -8.361
H 13.297 -6.933 -8.858
H 19.612 -5.297 -1.031
H 11.253 -6.594 -4.702
H 13.693 -11.793 -0.164
H 7.350 -5.668 -1.773
H 8.071 -3.366 -1.327
H 19.445 -13.857 -13.534
H 15.942 -8.797 -4.956
H 18.932 -7.828 0.646
H 8.765 -3.730 -2.902
H 20.273 -6.000 0.563
H 19.753 -11.813 -12.298
```



no.,DFT total energy (Ha)
1,-4333.8181
2,-4156.7126
3,-5724.8506
4,-2729.5028
5,-2330.6109
6,-1474.4535
7,-9543.6154